*P*
Entry from OMol25: a molecular structure, C2H3CdO3 (wB97M-V/def2-TZVPD).

The geometry in XYZ format:
```
9
C2H3CdO3 (wB97M-V/def2-TZVPD)
C -0.967 2.004 0.634
O 0.637 -1.035 2.047
O 0.547 0.470 3.806
O -0.663 0.657 0.531
H -0.093 2.631 0.369
C 0.536 -0.171 2.839
Cd -1.401 -1.057 0.664
H -1.264 2.283 1.664
H -1.789 2.313 -0.041
```

Computed properties:
lowest unoccupied orbital energy (alpha / beta)	0.5 / -1.2	eV
spin multiplicity	2
HOMO-LUMO gap (alpha / beta)	8.2 / 8.2	eV

*Q*
Entry from OMol25: a molecular structure, C2H3CdO3 (wB97M-V/def2-TZVPD).

The geometry in XYZ format:
```
9
C2H3CdO3 (wB97M-V/def2-TZVPD)
C 1.248 0.111 -1.005
O -1.488 -0.136 -0.221
C 0.369 1.217 -0.542
H 1.414 -0.122 -2.070
H 0.956 2.072 -0.172
O -0.646 0.906 0.344
O 1.360 -0.719 -0.090
H 0.059 1.423 -1.648
Cd -0.426 -1.312 0.940
```

Computed properties:
lowest unoccupied orbital energy (alpha / beta)	-0.6 / -0.8	eV
spin multiplicity	2
HOMO-LUMO gap (alpha / beta)	6.5 / 8.5	eV

Which of them is most stable? Easy: *P*.

*P*
Entry from OMol25: a molecular structure, C2H2N3OS (wB97M-V/def2-TZVPD).

The geometry in XYZ format:
```
9
C2H2N3OS (wB97M-V/def2-TZVPD)
N 0.080 0.522 -0.333
O -0.377 -1.628 1.052
C -0.266 1.632 0.191
C -0.998 -0.993 0.262
S -2.269 -1.206 -0.615
N -0.792 2.587 0.647
N 1.498 0.078 -0.458
H 1.839 -0.321 0.451
H 1.286 -0.671 -1.197
```

Computed properties:
lowest unoccupied orbital energy	3.6	eV
charge	-1
HOMO-LUMO gap	7.8	eV

*Q*
Entry from OMol25: a molecular structure, C2H2N3OS (wB97M-V/def2-TZVPD).

The geometry in XYZ format:
```
9
C2H2N3OS (wB97M-V/def2-TZVPD)
N -0.153 0.067 0.343
C 0.122 -2.267 0.120
O 4.961 0.823 0.149
N -0.162 -3.378 0.074
H 0.518 0.765 0.001
H -0.986 0.345 -0.236
S 2.968 -1.014 -0.038
C 4.241 -0.058 -0.031
N 0.615 -1.095 -0.108
```

Computed properties:
lowest unoccupied orbital energy	3.5	eV
charge	-1
HOMO-LUMO gap	6.5	eV

Which of them is most stable? Easy: *P*.

*P*
Entry from OMol25: 2 unconnected molecules or ions with the total composition C3H4BrNO (wB97M-V/def2-TZVPD).

The geometry in XYZ format:
```
10
C3H4BrNO (wB97M-V/def2-TZVPD)
H 1.472 -0.840 1.303
H -1.142 2.097 -0.381
O 0.895 1.253 1.888
Br -0.119 -4.672 -0.449
H -0.306 -0.369 -0.658
C -0.021 0.288 0.110
C -0.501 1.589 0.277
C 0.852 0.071 1.125
H 1.109 -5.199 -0.172
N 0.054 2.117 1.335
```

Computed properties:
lowest unoccupied orbital energy (alpha / beta)	0.6 / -2.7	eV
spin multiplicity	3
HOMO-LUMO gap (alpha / beta)	6.2 / 7.8	eV

*Q*
Entry from OMol25: 2 unconnected molecules or ions with the total composition C3H4BrNO (wB97M-V/def2-TZVPD).

The geometry in XYZ format:
```
10
C3H4BrNO (wB97M-V/def2-TZVPD)
H -2.019 -0.689 1.883
C -1.891 -0.799 0.753
H 1.779 0.926 0.392
H -0.012 1.605 -0.091
O 0.355 -0.389 0.635
Br -2.550 0.605 -0.091
H 0.895 0.378 -1.184
C 0.710 0.633 -0.127
C -1.946 -2.071 0.160
N -2.069 -3.052 -0.393
```

Computed properties:
lowest unoccupied orbital energy (alpha / beta)	0.6 / -2.4	eV
spin multiplicity	3
HOMO-LUMO gap (alpha / beta)	8.8 / 8.1	eV

Which of them is most stable? Easy: *Q*.